1.
Computed, not measured: a molecular structure, C28H35N4O3RhSSi2, with ωB97M-V/def2-TZVPD.

The geometry in ORCA input format:
```
! wB97M-V def2-TZVPD RIJCOSX def2/J DEFGRID3
* xyz 0 1
Rh 0.01 -0.78 -0.50
C 2.59 0.19 1.75
Si 2.27 -0.66 0.10
C 3.18 -2.33 0.11
C 3.22 0.44 -1.13
C 4.61 0.59 -1.15
C 5.21 1.47 -2.02
C 4.44 2.23 -2.90
C 3.06 2.09 -2.89
C 2.44 1.20 -2.00
Si 0.59 0.94 -1.89
C -0.28 2.45 -1.13
C -0.05 0.68 -3.66
H 3.67 0.25 1.93
H 2.15 -0.34 2.60
H 2.20 1.21 1.74
H 4.26 -2.14 0.20
H 3.03 -2.90 -0.80
H 2.87 -2.93 0.97
H 5.22 0.01 -0.46
H 6.29 1.58 -2.03
H 4.91 2.92 -3.59
H 2.46 2.68 -3.58
H -0.92 2.96 -1.86
H 0.45 3.18 -0.77
H -0.90 2.17 -0.28
H -0.69 1.51 -3.96
H -0.62 -0.24 -3.77
H 0.79 0.62 -4.35
C -5.55 -4.49 3.57
C -4.28 -3.73 3.33
C -3.82 -3.51 2.03
C -2.66 -2.79 1.80
C -1.95 -2.27 2.88
C -2.39 -2.49 4.17
C -3.54 -3.22 4.39
S -0.44 -1.39 2.58
O 0.52 -2.35 2.04
O -0.10 -0.74 3.82
N -0.78 -0.40 1.37
C -2.00 0.29 1.40
C -2.52 0.96 2.48
C -3.78 1.59 2.40
C -4.52 1.56 1.25
C -4.01 0.89 0.11
C -4.70 0.82 -1.12
C -4.14 0.14 -2.17
C -2.89 -0.47 -1.99
N -2.22 -0.42 -0.87
C -2.76 0.25 0.19
H -5.68 -5.30 2.84
H -6.42 -3.83 3.48
H -5.57 -4.93 4.57
H -4.38 -3.91 1.19
H -2.32 -2.61 0.79
H -1.82 -2.07 4.99
H -3.88 -3.39 5.40
H -1.95 1.00 3.40
H -4.17 2.11 3.26
H -5.48 2.06 1.18
H -5.66 1.30 -1.22
H -4.64 0.07 -3.12
H -2.42 -1.01 -2.80
C 0.87 -5.45 -2.84
N 0.64 -4.03 -2.95
C 0.49 -3.18 -1.91
N 0.43 -3.71 -0.68
O 0.39 -1.95 -2.16
H 1.02 -5.86 -3.84
H 0.01 -5.96 -2.40
H 1.76 -5.67 -2.25
H 0.72 -3.57 -3.85
H 0.55 -4.70 -0.54
H 0.49 -3.12 0.15
*
```

Properties
HOMO in Ha: -0.2799
Relative energy (zero: lowest compared OMol25 entry of this formula, charge and spin) in kJ/mol: 4.8
Kohn-Sham gap in eV: 7.500

2.
Computed, not measured: 7 unconnected molecules or ions with the total composition C6H23NO7 in a non-equilibrium geometry, with ωB97M-V/def2-TZVPD.

The geometry in ORCA input format:
```
! wB97M-V def2-TZVPD RIJCOSX def2/J DEFGRID3
* xyz 0 1
C 1.46 2.69 1.35
C 0.82 2.43 -0.02
C -0.62 2.94 -0.28
C -1.20 1.88 -1.22
C -0.73 0.61 -0.47
N 0.64 0.88 -0.07
C 1.66 -0.04 -0.48
O 2.78 0.44 -0.41
H 1.20 3.75 1.60
H 0.99 2.00 2.06
H 2.49 2.58 1.40
H 1.50 2.78 -0.88
H -1.22 2.94 0.59
H -0.75 3.92 -0.68
H -0.76 1.93 -2.25
H -2.32 1.93 -1.38
H -0.87 -0.30 -1.03
H -1.43 0.40 0.49
H 1.51 -1.07 -0.69
O -1.89 -1.75 2.02
H -2.58 -1.78 2.63
H -1.20 -1.06 2.19
O -0.23 -3.40 0.70
H -1.18 -3.08 0.67
H 0.09 -3.14 1.59
O 1.34 -2.73 -1.67
H 2.31 -2.66 -1.84
H 1.39 -2.93 -0.74
O -3.75 -0.61 -0.31
H -2.81 -0.72 -0.02
H -4.07 -0.34 0.53
O 0.35 -0.42 3.17
H 0.86 0.22 2.72
H 0.80 -0.72 3.96
O 0.50 -0.48 -3.13
H -0.31 -0.66 -3.64
H 0.79 -1.45 -2.86
*
```

Properties
HOMO in Ha: -0.3266
Relative energy (zero: lowest compared OMol25 entry of this formula, charge and spin) in kJ/mol: 114.4
Kohn-Sham gap in eV: 9.055
SMILES: C[C@@H]1CCCN1C=O.O.O.O.O.O.O

3.
Computed, not measured: 10 unconnected molecules or ions with the total composition C26H54O32S9 in a non-equilibrium geometry, with ωB97M-V/def2-TZVPD.

The geometry in ORCA input format:
```
! wB97M-V def2-TZVPD RIJCOSX def2/J DEFGRID3
* xyz 0 1
O 3.98 -33.18 7.93
S 3.69 -32.98 9.35
O 3.31 -31.60 9.77
C 2.64 -34.37 10.06
C 3.41 -35.00 11.21
C 4.91 -34.90 10.82
C 5.16 -33.38 10.39
H 2.64 -35.09 9.25
H 1.64 -33.96 10.21
H 3.27 -34.46 12.15
H 3.16 -36.05 11.36
H 5.13 -35.49 9.93
H 5.51 -35.34 11.62
H 6.11 -33.12 9.92
H 4.91 -32.84 11.30
O 2.22 -41.68 17.86
S 1.61 -42.97 18.16
O 0.37 -43.02 18.93
C 1.27 -43.87 16.59
C 2.46 -44.77 16.50
C 2.85 -45.29 17.91
C 2.97 -44.04 18.80
H 1.25 -43.08 15.83
H 0.27 -44.30 16.61
H 2.27 -45.58 15.80
H 3.31 -44.24 16.06
H 3.69 -45.97 18.07
H 1.96 -45.80 18.28
H 3.95 -43.70 18.47
H 2.85 -44.12 19.88
O 13.16 -35.70 19.31
S 13.26 -36.95 20.07
O 12.11 -37.92 20.17
C 14.87 -37.75 19.64
C 15.94 -37.04 20.39
C 15.34 -36.82 21.81
C 13.86 -36.42 21.71
H 14.89 -37.66 18.56
H 14.73 -38.81 19.89
H 16.95 -37.45 20.37
H 16.12 -36.06 19.94
H 15.90 -36.13 22.44
H 15.49 -37.74 22.36
H 13.68 -35.34 21.78
H 13.16 -36.94 22.37
O 15.68 -42.21 15.88
S 14.83 -42.89 14.91
O 14.93 -42.55 13.47
O 14.90 -44.55 15.11
C 13.84 -44.99 15.95
C 12.67 -43.90 15.98
O 13.20 -42.80 15.31
H 13.46 -45.85 15.41
H 14.25 -45.40 16.87
H 12.39 -43.67 17.01
H 11.84 -44.22 15.34
O 5.37 -32.88 17.50
S 6.84 -32.95 17.48
O 7.43 -33.62 16.31
O 7.40 -31.44 17.66
C 7.85 -31.19 18.98
C 8.36 -32.55 19.41
O 7.52 -33.60 18.89
H 8.54 -30.36 19.15
H 6.94 -30.74 19.37
H 8.18 -32.82 20.45
H 9.43 -32.56 19.22
O 6.52 -41.47 13.96
S 6.75 -40.02 13.80
O 6.49 -39.53 12.45
O 5.97 -39.19 14.97
C 6.70 -39.23 16.20
C 8.21 -39.46 15.79
O 8.26 -39.59 14.39
H 6.46 -38.34 16.78
H 6.33 -40.10 16.75
H 8.61 -40.41 16.15
H 8.83 -38.61 16.09
O 4.80 -40.65 23.25
S 6.00 -40.08 22.66
O 6.77 -40.82 21.68
O 5.50 -38.63 22.04
C 5.79 -37.53 22.92
C 7.14 -37.95 23.63
O 6.91 -39.35 23.85
H 5.97 -36.62 22.35
H 4.97 -37.25 23.57
H 7.28 -37.44 24.58
H 8.02 -37.83 23.00
O 2.45 -40.30 7.60
S 2.90 -41.70 7.55
O 4.08 -42.08 6.70
O 3.07 -42.38 9.03
C 2.68 -43.79 9.03
C 1.73 -43.87 7.82
O 1.53 -42.55 7.34
H 3.55 -44.43 8.85
H 2.16 -43.98 9.97
H 0.74 -44.27 8.03
H 2.09 -44.48 6.99
O 12.34 -32.37 13.06
S 13.11 -33.44 12.49
O 14.42 -33.13 11.88
O 13.18 -34.73 13.59
C 12.06 -35.60 13.45
C 11.62 -35.52 12.01
O 12.06 -34.33 11.45
H 12.24 -36.63 13.76
H 11.28 -35.21 14.10
H 10.53 -35.60 11.92
H 12.11 -36.19 11.31
O 7.81 -47.89 13.08
C 7.60 -46.72 13.88
C 7.97 -46.92 15.36
O 7.90 -45.68 16.03
H 8.60 -47.67 12.58
H 8.32 -45.96 13.55
H 6.60 -46.33 13.69
H 8.99 -47.30 15.36
H 7.27 -47.65 15.77
H 7.94 -45.88 16.97
*
```

Properties
HOMO in Ha: -0.3613
Relative energy (zero: lowest compared OMol25 entry of this formula, charge and spin) in kJ/mol: 444.0
Kohn-Sham gap in eV: 9.594
SMILES: O=S1(=O)CCCC1.O=S1(=O)CCCC1.O=S1(=O)CCCC1.O=S1(=O)OCCO1.O=S1(=O)OCCO1.O=S1(=O)OCCO1.O=S1(=O)OCCO1.O=S1(=O)OCCO1.O=S1(=O)OCCO1.OCCO

Calculated LUMO level, -0.116, 0.167, -0.238 eV (same order as the records).